The following is a DFT calculation (the ωB97M-V functional and the def2-TZVPD basis) of a 11-piece molecular cluster, C54H123N5O6 overall.

Charge: 0
Kohn-Sham gap (eV): 8.72
Structure (SMILES): CCN(CC)CC.CCN(CC)CC.CCN(CC)CC.CCN(CC)CC.CCN(CC)CC.C1CCOC1.C1CCOC1.C1CCOC1.C1CCOC1.C1CCOC1.C1CCOC1
ΔE to the lowest compared entry with this formula, charge and spin (kJ/mol): 0.00
LUMO energy (eV): 0.662

Last columns: bonded neighbours and bond lengths (Å).
Atoms and positions in Å:
1 O 3.959 1.443 1.373  C17 1.428, C23 1.430
2 O 3.325 -1.070 -2.950  C39 1.427, C52 1.421
3 O 0.126 2.747 5.839  C25 1.432, C38 1.410
4 O 4.012 -3.944 -0.587  C15 1.420, C65 1.422
5 O -1.709 -1.763 -4.118  C13 1.412, C57 1.431
6 O 0.899 -1.237 0.660  C41 1.426, C55 1.408
7 N -2.715 -4.850 1.054  C14 1.456, C33 1.454, C64 1.461
8 N -5.820 0.503 -1.373  C34 1.456, C49 1.458, C54 1.458
9 N -1.664 4.632 1.302  C21 1.458, C27 1.460, C29 1.462
10 N -0.193 2.445 -4.878  C36 1.457, C46 1.464, C47 1.456
11 N 3.215 -1.499 4.980  C31 1.448, C45 1.461, C56 1.458
12 C 2.202 2.176 -4.133  C36 1.534, H82 1.089, H154 1.091, H182 1.097
13 C -0.774 -2.331 -3.226  O5 1.412, C59 1.544, H92 1.102, H99 1.092
14 C -1.317 -4.809 1.460  N7 1.456, C22 1.528, H66 1.091, H174 1.092
15 C 3.290 -5.153 -0.773  O4 1.420, C63 1.550, H84 1.088, H124 1.098
16 C -3.152 -2.576 1.950  C33 1.516, H98 1.094, H105 1.089, H113 1.092
17 C 3.225 2.654 1.188  O1 1.428, C18 1.532, H77 1.094, H140 1.097
18 C 3.709 3.242 -0.141  C17 1.532, C35 1.525, H86 1.093, H177 1.087
19 C 0.904 3.819 3.877  C38 1.525, C53 1.531, H106 1.094, H138 1.089
20 C -2.844 6.857 1.537  C21 1.522, H96 1.093, H163 1.089, H186 1.092
21 C -1.873 5.832 2.105  N9 1.458, C20 1.522, H90 1.094, H129 1.091
22 C -0.364 -4.170 0.451  C14 1.528, H145 1.089, H165 1.097, H184 1.091
23 C 5.004 1.357 0.401  O1 1.430, C35 1.527, H91 1.090, H141 1.095
24 C -2.838 -7.232 0.403  C64 1.521, H81 1.090, H109 1.089, H157 1.091
25 C 1.186 3.626 6.229  O3 1.432, C53 1.537, H95 1.094, H150 1.090
26 C -0.156 0.412 -6.318  C47 1.512, H128 1.090, H172 1.092, H188 1.092
27 C -0.977 4.913 0.045  N9 1.460, C40 1.521, H87 1.104, H125 1.096
28 C 5.515 -1.815 -3.464  C39 1.538, C44 1.532, H100 1.090, H173 1.090
29 C -2.869 3.842 1.057  N9 1.462, C42 1.524, H126 1.101, H135 1.092
30 C -3.569 -0.188 -2.154  C49 1.504, H70 1.092, H159 1.093, H185 1.090
31 C 2.464 -2.736 5.025  N11 1.448, C61 1.531, H144 1.092, H162 1.097
32 C -0.594 0.586 0.944  C37 1.549, C55 1.532, H79 1.091, H160 1.091
33 C -3.261 -3.531 0.778  N7 1.454, C16 1.516, H107 1.106, H116 1.093
34 C -6.778 1.599 -1.361  N8 1.456, C62 1.521, H158 1.109, H167 1.091
35 C 5.161 2.774 -0.144  C18 1.525, C23 1.527, H83 1.091, H175 1.091
36 C 1.203 2.770 -5.134  N10 1.457, C12 1.534, H76 1.092, H169 1.089
37 C -0.049 0.563 -0.506  C32 1.549, C41 1.530, H115 1.090, H117 1.088
38 C -0.206 2.970 4.487  O3 1.410, C19 1.525, H71 1.092, H110 1.100
39 C 4.645 -1.111 -2.409  O2 1.427, C28 1.538, H89 1.089, H143 1.094
40 C 0.410 5.510 0.227  C27 1.521, H74 1.092, H101 1.092, H108 1.089
41 C 1.154 -0.380 -0.450  O6 1.426, C37 1.530, H156 1.086, H179 1.100
42 C -3.503 3.388 2.366  C29 1.524, H137 1.090, H168 1.090, H170 1.089
43 C 3.565 -4.700 1.600  C63 1.531, C65 1.521, H103 1.091, H121 1.092
44 C 4.750 -1.492 -4.751  C28 1.532, C52 1.526, H164 1.089, H181 1.093
45 C 2.412 -0.315 5.280  N11 1.461, C50 1.508, H148 1.094, H152 1.105
46 C -0.630 2.970 -3.583  N10 1.464, C48 1.522, H123 1.105, H176 1.091
47 C -0.439 1.012 -4.959  N10 1.456, C26 1.512, H67 1.093, H85 1.104
48 C -0.462 4.480 -3.496  C46 1.522, H139 1.090, H166 1.088, H178 1.093
49 C -4.517 0.942 -1.859  N8 1.458, C30 1.504, H94 1.095, H142 1.107
50 C 1.660 -0.386 6.585  C45 1.508, H130 1.092, H151 1.092, H171 1.091
51 C -6.918 -1.047 0.218  C54 1.531, H75 1.092, H97 1.093, H146 1.089
52 C 3.302 -1.577 -4.277  O2 1.421, C44 1.526, H93 1.095, H112 1.096
53 C 1.380 4.633 5.084  C19 1.531, C25 1.537, H136 1.089, H149 1.088
54 C -5.721 -0.135 -0.066  N8 1.458, C51 1.531, H134 1.086, H180 1.101
55 C 0.324 -0.417 1.650  O6 1.408, C32 1.532, H68 1.092, H80 1.104
56 C 3.943 -1.358 3.724  N11 1.458, C58 1.518, H119 1.103, H155 1.096
57 C -2.324 -2.794 -4.896  O5 1.431, C60 1.511, H88 1.091, H187 1.101
58 C 5.033 -0.304 3.784  C56 1.518, H72 1.093, H102 1.088, H120 1.090
59 C -0.631 -3.822 -3.602  C13 1.544, C60 1.531, H78 1.090, H132 1.088
60 C -2.012 -4.099 -4.203  C57 1.511, C59 1.531, H118 1.089, H153 1.094
61 C 1.330 -2.887 4.007  C31 1.531, H131 1.091, H133 1.092, H161 1.095
62 C -7.326 1.940 -2.738  C34 1.521, H104 1.091, H127 1.088, H183 1.093
63 C 3.026 -5.755 0.630  C15 1.550, C43 1.531, H69 1.089, H122 1.090
64 C -3.032 -5.784 -0.023  N7 1.461, C24 1.521, H111 1.104, H114 1.091
65 C 3.751 -3.468 0.727  O4 1.422, C43 1.521, H73 1.089, H147 1.103
66 H -0.976 -5.828 1.647  C14 1.091
67 H -1.493 0.829 -4.736  C47 1.093
68 H -0.159 -1.059 2.389  C55 1.092
69 H 1.967 -5.963 0.776  C63 1.089
70 H -4.043 -0.981 -2.736  C30 1.092
71 H -0.377 2.027 3.965  C38 1.092
72 H 5.532 -0.330 4.756  C58 1.093
73 H 4.517 -2.765 1.048  C65 1.089
74 H 1.007 4.836 0.847  C40 1.092
75 H -6.798 -1.592 1.157  C51 1.092
76 H 1.415 2.376 -6.130  C36 1.092
77 H 3.361 3.317 2.047  C17 1.094
78 H 0.154 -3.982 -4.342  C59 1.090
79 H -1.612 0.197 0.987  C32 1.091
80 H 1.129 0.076 2.223  C55 1.104
81 H -3.112 -7.947 -0.373  C24 1.090
82 H 2.046 1.128 -3.879  C12 1.089
83 H 5.622 2.753 -1.133  C35 1.091
84 H 3.895 -5.793 -1.412  C15 1.088
85 H 0.105 0.456 -4.176  C47 1.104
86 H 3.170 2.732 -0.944  C18 1.093
87 H -1.568 5.550 -0.636  C27 1.104
88 H -3.382 -2.572 -5.051  C57 1.091
89 H 4.647 -1.672 -1.475  C39 1.089
90 H -2.188 5.520 3.105  C21 1.094
91 H 5.910 0.997 0.889  C23 1.090
92 H -1.188 -2.313 -2.205  C13 1.102
93 H 2.638 -0.911 -4.837  C52 1.095
94 H -4.658 1.525 -2.775  C49 1.095
95 H 2.076 3.001 6.357  C25 1.094
96 H -3.848 6.443 1.415  C20 1.093
97 H -6.969 -1.796 -0.577  C51 1.093
98 H -3.820 -1.729 1.770  C16 1.094
99 H 0.185 -1.809 -3.213  C13 1.092
100 H 6.520 -1.394 -3.449  C28 1.090
101 H 0.915 5.576 -0.739  C40 1.092
102 H 4.629 0.699 3.665  C58 1.088
103 H 2.874 -4.484 2.416  C43 1.091
104 H -6.531 2.255 -3.415  C62 1.091
105 H -3.456 -3.040 2.888  C16 1.089
106 H 1.733 3.216 3.497  C19 1.094
107 H -2.797 -3.055 -0.106  C33 1.106
108 H 0.390 6.513 0.650  C40 1.089
109 H -1.804 -7.421 0.687  C24 1.089
110 H -1.146 3.539 4.450  C38 1.100
111 H -2.442 -5.549 -0.926  C64 1.104
112 H 2.876 -2.585 -4.337  C52 1.096
113 H -2.145 -2.166 2.052  C16 1.092
114 H -4.087 -5.631 -0.250  C64 1.091
115 H -0.832 0.117 -1.120  C37 1.090
116 H -4.322 -3.653 0.545  C33 1.093
117 H 0.204 1.556 -0.870  C37 1.088
118 H -2.007 -4.973 -4.853  C60 1.089
119 H 3.295 -1.164 2.852  C56 1.103
120 H 5.779 -0.471 3.007  C58 1.090
121 H 4.494 -5.036 2.064  C43 1.092
122 H 3.546 -6.709 0.709  C63 1.090
123 H -0.007 2.529 -2.783  C46 1.105
124 H 2.339 -4.905 -1.262  C15 1.098
125 H -0.837 3.969 -0.493  C27 1.096
126 H -3.597 4.388 0.438  C29 1.101
127 H -8.097 2.704 -2.657  C62 1.088
128 H -0.710 0.937 -7.096  C26 1.090
129 H -0.908 6.314 2.268  C21 1.091
130 H 1.095 0.540 6.710  C50 1.092
131 H 1.056 -3.934 3.870  C61 1.091
132 H -0.432 -4.379 -2.689  C59 1.088
133 H 1.634 -2.472 3.044  C61 1.092
134 H -4.843 -0.772 -0.017  C54 1.086
135 H -2.518 2.952 0.532  C29 1.092
136 H 2.446 4.855 5.042  C53 1.089
137 H -2.744 2.887 2.968  C42 1.090
138 H 0.608 4.450 3.040  C19 1.089
139 H 0.558 4.772 -3.243  C48 1.090
140 H 2.176 2.334 1.156  C17 1.097
141 H 4.687 0.659 -0.381  C23 1.095
142 H -4.049 1.694 -1.194  C49 1.107
143 H 4.995 -0.083 -2.280  C39 1.094
144 H 2.082 -2.941 6.027  C31 1.092
145 H -0.574 -3.120 0.256  C22 1.089
146 H -7.876 -0.531 0.256  C51 1.089
147 H 2.809 -2.892 0.725  C65 1.103
148 H 3.106 0.528 5.348  C45 1.094
149 H 0.756 5.509 5.245  C53 1.088
150 H 0.935 4.139 7.158  C25 1.090
151 H 0.941 -1.207 6.629  C50 1.092
152 H 1.736 -0.076 4.440  C45 1.105
153 H -2.741 -4.300 -3.413  C60 1.094
154 H 3.239 2.274 -4.459  C12 1.091
155 H 4.423 -2.330 3.565  C56 1.096
156 H 1.265 -0.955 -1.365  C41 1.086
157 H -3.473 -7.439 1.265  C24 1.091
158 H -6.355 2.511 -0.893  C34 1.109
159 H -3.193 -0.661 -1.243  C30 1.093
160 H -0.548 1.570 1.414  C32 1.091
161 H 0.422 -2.348 4.295  C61 1.095
162 H 3.163 -3.566 4.865  C31 1.097
163 H -2.936 7.740 2.167  C20 1.089
164 H 4.970 -2.152 -5.589  C44 1.089
165 H -0.439 -4.689 -0.512  C22 1.097
166 H -1.121 4.931 -2.756  C48 1.088
167 H -7.602 1.307 -0.708  C34 1.091
168 H -4.266 2.635 2.169  C42 1.090
169 H 1.375 3.844 -5.204  C36 1.089
170 H -3.988 4.208 2.893  C42 1.089
171 H 2.330 -0.514 7.437  C50 1.091
172 H 0.908 0.403 -6.565  C26 1.092
173 H 5.565 -2.892 -3.304  C28 1.090
174 H -1.255 -4.290 2.419  C14 1.092
175 H 5.769 3.376 0.533  C35 1.091
176 H -1.657 2.662 -3.383  C46 1.091
177 H 3.576 4.318 -0.216  C18 1.087
178 H -0.744 4.925 -4.454  C48 1.093
179 H 2.096 0.148 -0.241  C41 1.100
180 H -5.674 0.644 0.711  C54 1.101
181 H 4.974 -0.464 -5.049  C44 1.093
182 H 2.108 2.731 -3.192  C12 1.097
183 H -7.753 1.051 -3.209  C62 1.093
184 H 0.676 -4.254 0.770  C22 1.091
185 H -2.733 0.159 -2.759  C30 1.090
186 H -2.509 7.166 0.544  C20 1.092
187 H -1.886 -2.730 -5.904  C57 1.101
188 H -0.469 -0.634 -6.309  C26 1.092